(1)
A cluster of 2 separate species, C16H14BCl4O6 in total. Source: the Open Molecules 2025 dataset; level of theory: the ωB97M-V functional and the def2-TZVPD basis.

CARTESIAN COORDINATES (ANGSTROEM)
Cl  1.282  5.788  1.743
C  2.040  4.524  0.881
C  1.518  3.236  0.933
Cl  0.174  2.972  1.957
C  2.173  2.045  0.375
O  2.111  0.900  0.808
C  3.390  2.397  -0.524
O  3.995  1.477  -1.064
C  3.859  3.787  -0.537
Cl  5.258  4.034  -1.455
C  3.207  4.827  0.096
Cl  3.783  6.429  -0.044
C  -2.054  -3.610  -4.191
C  -1.339  -2.558  -3.498
C  -0.870  -1.349  -3.991
C  -0.339  -0.664  -2.862
C  -0.497  -1.481  -1.747
B  -0.777  -1.494  -0.056
O  -0.270  -2.665  0.712
C  -0.419  -2.354  2.090
C  -1.121  -0.957  2.264
C  -1.206  -0.536  3.717
C  -2.477  -1.010  1.494
O  -2.247  -1.360  0.138
C  -0.272  0.069  1.505
O  -0.051  -0.287  0.180
O  -1.099  -2.663  -2.171
H  -1.992  -3.379  -5.256
H  -1.621  -4.592  -4.004
H  -3.110  -3.628  -3.918
H  -0.970  -1.018  -5.010
H  0.159  0.308  -2.883
H  -1.019  -3.106  2.636
H  0.585  -2.287  2.551
H  -1.373  0.551  3.799
H  -2.002  -1.078  4.238
H  -0.242  -0.765  4.199
H  -3.153  -1.730  1.987
H  -2.974  -0.025  1.511
H  -0.778  1.047  1.508
H  0.737  0.205  1.890

Calculated values
Orbital gap in eV: 3.6
Total charge: -1
Energy above the lowest of the compared OMol25 structures with the same formula, charge and spin in kcal per mole: 2.0
Lowest unoccupied orbital energy in eV: -0.26
Multiplicity: 1

Results of the natural (NBO) charge analysis, in e, for atoms 1 through 2:
1. Cl 0.08
2. C -0.08

(2)
A structure of composition C16H14BClO2V. Source: the Open Molecules 2025 dataset; level of theory: the ωB97M-V functional and the def2-TZVPD basis.

CARTESIAN COORDINATES (ANGSTROEM)
C  0.871  -2.008  0.870
C  0.941  -2.044  -0.541
C  -0.384  -2.036  -1.036
H  1.841  -2.079  -1.132
C  -1.265  -1.957  0.065
C  -0.484  -1.950  1.242
H  -0.857  -1.848  2.247
H  1.710  -1.954  1.543
H  -0.669  -2.020  -2.074
H  -2.339  -1.898  0.016
V  0.000  0.000  0.000
Cl  0.701  1.229  1.723
C  0.107  2.912  -4.728
C  -1.106  2.281  -5.066
C  -0.800  1.063  -5.706
H  -2.102  2.665  -4.870
C  0.603  0.942  -5.762
C  1.163  2.085  -5.158
H  2.222  2.291  -5.044
H  0.210  3.867  -4.224
H  -1.518  0.345  -6.087
H  1.154  0.114  -6.196
O  -2.558  -0.111  1.912
B  -1.907  0.782  0.976
O  -1.930  2.123  1.539
C  -2.447  1.950  2.769
C  -2.568  2.908  3.778
C  -3.076  2.496  5.027
C  -3.450  1.151  5.237
C  -3.321  0.211  4.202
C  -2.811  0.647  2.980
H  -2.262  3.932  3.615
H  -3.166  3.209  5.835
H  -3.826  0.837  6.202
H  -3.587  -0.828  4.354

Calculated values
Orbital gap (spin up / spin down) in eV: 5.3 / 5.3
Total charge: -2
Lowest unoccupied orbital energy (spin up / spin down) in eV: 4.84 / 4.84
Expectation value of S²: 3.770
Multiplicity: 4

Results of the natural (NBO) charge analysis, in e, for atoms 1 through 2:
1. C -0.34
2. C -0.38

(3)
A cluster of 10 separate species, C16H14BrCl36N2O6P in total. Source: the Open Molecules 2025 dataset; level of theory: the ωB97M-V functional and the def2-TZVPD basis.

CARTESIAN COORDINATES (ANGSTROEM)
C  0.585  2.543  -0.296
C  1.640  1.444  -0.522
C  1.112  0.032  -0.288
Br  2.699  -1.073  0.097
C  0.252  -0.664  -1.404
P  -0.706  -2.108  -0.630
N  -0.416  -3.460  -1.319
O  -2.271  -1.770  -0.572
O  -0.236  -2.090  0.883
O  1.163  -1.369  -2.278
C  0.603  -1.478  -3.505
O  1.151  -1.909  -4.486
O  -0.657  -0.968  -3.436
C  -0.500  0.144  -2.477
O  0.335  1.043  -3.115
C  -1.940  0.616  -2.310
N  -2.195  1.416  -1.105
H  -0.195  2.146  0.346
H  1.015  3.426  0.166
H  0.166  2.817  -1.254
H  2.139  1.538  -1.476
H  2.420  1.585  0.224
H  0.584  0.004  0.656
H  -1.241  -3.900  -1.703
H  -2.477  -0.956  -0.099
H  0.303  -2.896  1.004
H  -0.192  1.639  -3.655
H  -2.606  -0.237  -2.363
H  -2.178  1.223  -3.183
H  -2.738  2.232  -1.350
H  -2.782  0.918  -0.450
C  -0.726  6.798  -0.832
Cl  -1.738  7.864  -1.814
Cl  -0.927  7.206  0.874
Cl  -1.221  5.119  -1.073
Cl  0.960  7.004  -1.289
C  0.375  -0.388  4.547
Cl  0.318  0.596  6.013
Cl  1.944  -1.183  4.436
Cl  -0.901  -1.607  4.591
Cl  0.129  0.667  3.147
C  2.564  -5.016  2.077
Cl  1.616  -4.652  3.522
Cl  3.026  -6.727  2.089
Cl  1.583  -4.697  0.643
Cl  4.006  -3.999  2.043
C  5.577  -5.502  6.258
Cl  4.585  -5.833  7.681
Cl  7.153  -6.276  6.446
Cl  4.775  -6.130  4.820
Cl  5.794  -3.756  6.088
C  -0.574  -8.711  0.840
Cl  -1.904  -9.589  0.076
Cl  -0.846  -6.976  0.691
Cl  -0.486  -9.148  2.550
Cl  0.941  -9.144  0.043
C  3.867  3.605  -3.589
Cl  2.860  4.831  -4.370
Cl  3.893  3.892  -1.845
Cl  3.196  2.013  -3.919
Cl  5.511  3.705  -4.223
C  -3.743  0.091  7.466
Cl  -3.491  0.042  5.719
Cl  -2.463  -0.817  8.273
Cl  -3.715  1.768  8.018
Cl  -5.307  -0.633  7.854
C  -5.102  4.692  -2.151
Cl  -4.717  3.688  -0.747
Cl  -6.774  4.415  -2.636
Cl  -4.867  6.389  -1.747
Cl  -4.029  4.263  -3.497
C  -0.798  4.452  -6.644
Cl  -0.479  3.459  -5.210
Cl  -2.529  4.448  -6.982
Cl  -0.258  6.099  -6.320
Cl  0.083  3.790  -8.014

Calculated values
Orbital gap in eV: 9.1
Total charge: 0
Lowest unoccupied orbital energy in eV: -0.34
Multiplicity: 1
Structure (SMILES): CC[C@H](Br)[C@]1(P(=N)(O)O)OC(=O)O[C@@]1(O)CN.ClC(Cl)(Cl)Cl.ClC(Cl)(Cl)Cl.ClC(Cl)(Cl)Cl.ClC(Cl)(Cl)Cl.ClC(Cl)(Cl)Cl.ClC(Cl)(Cl)Cl.ClC(Cl)(Cl)Cl.ClC(Cl)(Cl)Cl.ClC(Cl)(Cl)Cl

Results of the Mulliken charge analysis, in e, for atoms 1 through 2:
1. C -0.84
2. C -0.48

(4)
An isolated molecule of C16H14BrN3O4S. Source: the Open Molecules 2025 dataset; level of theory: the ωB97M-V functional and the def2-TZVPD basis.

CARTESIAN COORDINATES (ANGSTROEM)
C  0.417  -2.511  -4.780
H  -0.561  -2.849  -5.112
H  1.070  -3.373  -4.686
H  0.837  -1.834  -5.519
C  0.300  -1.809  -3.433
C  -0.262  -2.749  -2.382
O  -0.389  -3.938  -2.516
N  -0.669  -2.129  -1.226
C  -0.581  -0.793  -0.860
C  -1.603  -0.259  -0.070
C  -1.542  1.034  0.406
C  -0.436  1.805  0.094
C  0.575  1.317  -0.702
C  0.526  0.011  -1.192
N  1.621  -0.463  -1.900
C  1.666  -1.352  -2.943
O  2.715  -1.697  -3.420
H  2.503  -0.003  -1.700
H  1.418  1.954  -0.921
S  -0.289  3.449  0.784
O  -1.524  4.155  0.620
O  0.908  4.068  0.323
N  -0.208  3.168  2.473
C  -0.102  1.875  2.978
C  -1.126  1.313  3.742
C  -1.034  0.020  4.218
C  0.082  -0.749  3.931
C  1.121  -0.203  3.200
C  1.034  1.101  2.743
Br  2.520  1.851  1.835
H  2.013  -0.775  2.995
H  0.154  -1.764  4.290
H  -1.839  -0.389  4.809
H  -1.998  1.914  3.958
H  -0.967  3.692  2.887
H  -2.335  1.449  1.006
H  -2.445  -0.886  0.180
H  -1.220  -2.720  -0.614
H  -0.353  -0.931  -3.495

Calculated values
Orbital gap in eV: 9.1
Total charge: 0
Lowest unoccupied orbital energy in eV: 0.04
Multiplicity: 1
Structure (SMILES): C[C@H]1C(=O)Nc2ccc(S(=O)(=O)Nc3ccccc3Br)cc2NC1=O

Results of the natural (NBO) charge analysis, in e, for atoms 1 through 2:
1. C -0.59
2. H 0.22

(5)
A structure of composition C16H14Cl2CsN5O5S. Source: the Open Molecules 2025 dataset; level of theory: the ωB97M-V functional and the def2-TZVPD basis.

CARTESIAN COORDINATES (ANGSTROEM)
Cs  -14.251  9.768  -5.301
C  -15.221  15.428  -5.338
C  -15.489  13.948  -5.367
N  -15.040  13.116  -4.433
N  -14.473  13.739  -3.378
C  -14.079  12.901  -2.326
N  -13.844  13.719  -1.260
S  -14.070  11.240  -2.242
C  -16.038  13.397  -6.601
C  -16.980  14.093  -7.301
C  -17.135  13.848  -8.672
C  -16.470  12.772  -9.218
C  -15.751  11.960  -8.352
N  -15.535  12.234  -7.098
H  -14.265  15.501  -4.833
H  -15.995  15.905  -4.733
H  -15.246  15.895  -6.337
H  -14.115  14.712  -1.342
H  -13.911  13.333  -0.294
H  -17.551  14.934  -6.802
H  -17.822  14.438  -9.249
H  -16.484  12.613  -10.276
H  -15.298  10.865  -8.603
O  -10.451  5.602  -9.515
C  -11.091  6.716  -9.017
C  -12.342  7.233  -9.378
C  -12.932  8.260  -8.614
N  -12.432  8.650  -7.411
C  -11.293  8.123  -7.027
C  -10.513  7.269  -7.916
C  -10.721  8.529  -5.714
O  -9.583  8.006  -5.463
O  -11.305  9.303  -4.912
C  -14.180  8.952  -9.152
O  -14.668  8.887  -10.282
O  -14.530  9.823  -8.222
H  -11.055  5.108  -10.116
H  -12.830  6.937  -10.358
H  -9.485  6.971  -7.615
Cl  -20.531  8.641  -4.995
C  -19.023  7.791  -5.355
Cl  -17.602  8.852  -4.865
H  -19.003  7.512  -6.412
H  -18.928  6.860  -4.776

Calculated values
Orbital gap in eV: 5.1
Total charge: -2
Energy above the lowest of the compared OMol25 structures with the same formula, charge and spin in kcal per mole: 23.4
Lowest unoccupied orbital energy in eV: 3.63
Multiplicity: 1

Results of the Mulliken charge analysis, in e, for atoms 1 through 2:
1. Cs 1.20
2. C -1.42

(6)
A cluster of 4 separate species, C16H14Cl2F24O3 in total. Source: the Open Molecules 2025 dataset; level of theory: the ωB97M-V functional and the def2-TZVPD basis.

CARTESIAN COORDINATES (ANGSTROEM)
C  -13.828  13.788  18.879
C  -13.459  12.248  18.704
C  -13.190  11.600  20.035
F  -12.572  10.435  19.802
F  -12.298  12.247  20.853
F  -14.414  11.705  17.943
F  -12.369  12.109  17.937
O  -14.954  13.981  19.742
C  -15.072  15.292  20.293
C  -16.577  15.572  20.863
F  -16.900  16.849  21.105
F  -17.524  14.975  19.999
F  -14.164  15.523  21.268
F  -14.875  16.128  19.302
H  -13.993  14.181  17.876
H  -12.922  14.243  19.280
H  -14.108  11.380  20.580
H  -16.678  15.018  21.796
C  -20.575  14.395  20.515
C  -21.066  14.309  18.980
C  -22.118  15.360  18.628
F  -21.776  16.584  18.956
F  -22.572  15.422  17.363
F  -20.015  14.496  18.119
F  -21.494  13.037  18.858
O  -21.676  14.060  21.357
C  -21.914  14.680  22.669
C  -23.194  14.169  23.342
F  -23.385  12.837  23.238
F  -23.347  14.478  24.631
F  -20.795  14.316  23.349
F  -21.802  15.966  22.523
H  -20.206  15.409  20.669
H  -19.739  13.730  20.735
H  -23.034  15.193  19.195
H  -24.075  14.614  22.879
C  -15.895  21.024  12.677
C  -15.026  21.018  11.369
C  -13.931  22.156  11.298
F  -14.229  23.232  10.551
F  -13.426  22.570  12.413
F  -14.527  19.802  11.211
F  -15.888  21.141  10.366
O  -16.837  19.981  12.865
C  -17.925  20.276  13.713
C  -19.014  19.236  13.533
F  -20.044  19.368  14.446
F  -19.535  19.206  12.309
F  -17.513  20.298  14.955
F  -18.414  21.485  13.505
H  -16.306  22.033  12.669
H  -15.224  20.957  13.533
H  -13.058  21.690  10.839
H  -18.599  18.235  13.655
C  -17.491  16.576  17.104
Cl  -16.796  17.399  15.715
Cl  -17.151  14.821  16.798
H  -17.089  16.801  18.092
H  -18.557  16.768  16.980

Calculated values
Orbital gap (spin up / spin down) in eV: 9.5 / 3.0
Total charge: +1
Lowest unoccupied orbital energy (spin up / spin down) in eV: -4.38 / -10.91
Expectation value of S²: 0.757
Multiplicity: 2

Results of the natural (NBO) charge analysis, in e, for atoms 1 through 2:
1. C -0.14
2. C 0.62

Repeat the first record exactly.
A cluster of 2 separate species, C16H14BCl4O6 in total. Source: the Open Molecules 2025 dataset; level of theory: the ωB97M-V functional and the def2-TZVPD basis.

CARTESIAN COORDINATES (ANGSTROEM)
Cl  1.282  5.788  1.743
C  2.040  4.524  0.881
C  1.518  3.236  0.933
Cl  0.174  2.972  1.957
C  2.173  2.045  0.375
O  2.111  0.900  0.808
C  3.390  2.397  -0.524
O  3.995  1.477  -1.064
C  3.859  3.787  -0.537
Cl  5.258  4.034  -1.455
C  3.207  4.827  0.096
Cl  3.783  6.429  -0.044
C  -2.054  -3.610  -4.191
C  -1.339  -2.558  -3.498
C  -0.870  -1.349  -3.991
C  -0.339  -0.664  -2.862
C  -0.497  -1.481  -1.747
B  -0.777  -1.494  -0.056
O  -0.270  -2.665  0.712
C  -0.419  -2.354  2.090
C  -1.121  -0.957  2.264
C  -1.206  -0.536  3.717
C  -2.477  -1.010  1.494
O  -2.247  -1.360  0.138
C  -0.272  0.069  1.505
O  -0.051  -0.287  0.180
O  -1.099  -2.663  -2.171
H  -1.992  -3.379  -5.256
H  -1.621  -4.592  -4.004
H  -3.110  -3.628  -3.918
H  -0.970  -1.018  -5.010
H  0.159  0.308  -2.883
H  -1.019  -3.106  2.636
H  0.585  -2.287  2.551
H  -1.373  0.551  3.799
H  -2.002  -1.078  4.238
H  -0.242  -0.765  4.199
H  -3.153  -1.730  1.987
H  -2.974  -0.025  1.511
H  -0.778  1.047  1.508
H  0.737  0.205  1.890

Calculated values
Orbital gap in eV: 3.6
Total charge: -1
Energy above the lowest of the compared OMol25 structures with the same formula, charge and spin in kcal per mole: 2.0
Lowest unoccupied orbital energy in eV: -0.26
Multiplicity: 1

Results of the natural (NBO) charge analysis, in e, for atoms 1 through 2:
1. Cl 0.08
2. C -0.08

Q: Look up the total charge of the third one.
A: 0